# 1
Below is a structure of composition C42H65FeN2O2PSSe, with properties calculated with ωB97M-V with the def2-TZVPD basis set.

Structure (XYZ):
```
115
Properties=species:S:1:pos:R:3:forces:R:3:lowdin_charge:R:1
Fe 1.8730 0.0002 0.9602 0.0 0.5 0.7 0.583
C -3.4460 3.8207 -2.8246 0.0 0.0 0.0 -0.053
C -3.3558 4.3149 -1.3753 0.0 0.0 0.0 -0.560
C -2.7894 5.7396 -1.3670 0.0 0.0 0.0 -0.048
C -4.7696 4.3542 -0.7956 0.0 0.0 0.0 -0.068
C -2.4337 3.3962 -0.5793 0.1 0.0 0.0 -0.178
C -1.1379 3.1588 -1.0205 -0.1 0.0 0.0 -0.082
C -0.2954 2.3015 -0.3363 -0.1 0.0 0.1 -0.380
Se 1.4457 1.9883 -1.0675 0.0 0.2 -0.3 1.192
C 1.1151 0.5636 -2.2770 -0.1 0.0 -0.1 -0.397
C 0.5608 0.8883 -3.4981 0.0 -0.1 0.0 -0.074
C 0.3199 -0.0925 -4.4514 0.1 0.1 0.1 -0.173
C 0.7393 -1.3677 -4.1168 -0.1 0.0 0.1 0.012
C 1.3320 -1.7355 -2.9052 -0.1 0.0 -0.2 -0.083
C 1.4836 -0.7490 -1.9034 0.1 0.0 0.0 -0.349
O 1.9533 -1.0004 -0.6900 0.0 -0.2 -0.1 -0.278
C 1.7498 -3.2105 -2.8227 0.2 0.0 0.0 -0.524
C 2.4257 -3.5868 -1.5107 -0.2 -0.1 -0.2 -0.079
C 0.5138 -4.1133 -2.9719 0.0 0.1 0.0 -0.038
C 2.7474 -3.5275 -3.9536 0.0 0.0 0.1 -0.045
C -0.3301 0.2692 -5.7819 0.0 0.0 0.0 -0.558
C -0.5885 -0.9633 -6.6478 0.0 0.0 0.0 -0.066
C -1.6725 0.9622 -5.5190 0.0 0.0 0.0 -0.047
C 0.5874 1.2227 -6.5544 0.0 0.0 0.0 -0.046
C -0.6862 1.6410 0.8567 -0.1 0.0 0.0 -0.366
O 0.0834 0.7759 1.4477 0.1 -0.2 0.1 -0.242
C -1.9788 1.9435 1.3583 0.0 0.1 0.0 -0.085
C -2.8023 2.7781 0.6093 0.0 0.0 0.0 0.010
C -2.5850 1.3554 2.6440 0.1 0.0 0.0 -0.520
C -1.5951 0.6779 3.6031 0.0 0.0 0.0 -0.060
C -3.6416 0.3130 2.2581 0.0 0.0 0.0 -0.038
C -3.2603 2.4726 3.4562 0.0 0.0 0.0 -0.055
H -4.1456 4.4350 -3.3940 0.0 0.0 0.0 0.082
H -3.7860 2.7853 -2.8621 0.0 0.0 0.0 0.091
H -2.4802 3.8701 -3.3254 0.1 0.0 0.0 0.068
H -3.4264 6.4079 -1.9484 0.0 0.0 0.0 0.082
H -1.7884 5.7697 -1.7971 0.0 0.0 0.0 0.078
H -2.7264 6.1244 -0.3485 0.0 0.0 0.0 0.088
H -5.4008 4.9911 -1.4171 0.0 0.0 0.0 0.083
H -4.7814 4.7634 0.2148 0.0 0.0 0.1 0.083
H -5.2216 3.3623 -0.7667 0.0 -0.1 0.0 0.088
H -0.7711 3.6312 -1.9227 0.0 0.0 0.0 0.094
H 0.3153 1.9240 -3.6943 0.0 0.0 0.0 0.096
H 0.5937 -2.1505 -4.8428 0.0 -0.1 -0.1 0.088
H 1.7009 -3.5750 -0.7005 0.1 0.0 -0.7 0.023
H 3.2403 -2.9127 -1.2503 0.0 0.0 0.0 0.093
H 2.8185 -4.6014 -1.5931 0.0 -0.1 0.0 0.096
H -0.2420 -3.8581 -2.2280 0.0 0.0 0.0 0.075
H 0.7972 -5.1563 -2.8276 0.0 -0.1 0.0 0.085
H 0.0567 -4.0251 -3.9558 0.0 0.0 -0.1 0.077
H 3.6559 -2.9354 -3.8396 0.0 0.0 0.0 0.091
H 2.3461 -3.3312 -4.9448 -0.1 0.0 -0.1 0.072
H 3.0234 -4.5824 -3.9112 0.0 -0.1 0.0 0.082
H -1.2263 -1.6852 -6.1377 0.0 0.0 0.0 0.087
H 0.3385 -1.4644 -6.9276 0.1 0.0 0.0 0.084
H -1.0921 -0.6635 -7.5672 0.0 0.0 0.0 0.084
H -2.3392 0.3110 -4.9536 0.0 0.0 0.0 0.092
H -2.1587 1.2188 -6.4611 0.0 0.0 -0.1 0.083
H -1.5471 1.8808 -4.9483 0.0 0.1 0.0 0.065
H 1.5479 0.7507 -6.7615 0.0 0.0 0.0 0.089
H 0.7789 2.1337 -5.9886 0.0 0.1 0.0 0.078
H 0.1310 1.5056 -7.5038 0.0 0.0 -0.1 0.082
H -3.8015 2.9502 0.9797 0.0 0.0 0.0 0.088
H -1.1064 -0.1834 3.1547 -0.1 0.0 0.0 0.046
H -2.1461 0.3528 4.4898 0.0 0.0 0.0 0.087
H -0.8186 1.3757 3.9246 0.0 0.1 0.0 0.080
H -3.1919 -0.4865 1.6669 0.0 0.0 0.0 0.072
H -4.4405 0.7552 1.6618 0.0 0.0 0.0 0.082
H -4.0861 -0.1284 3.1516 0.0 0.0 0.1 0.084
H -2.5434 3.2578 3.6979 0.0 0.0 0.0 0.091
H -3.6475 2.0643 4.3911 0.0 0.0 0.0 0.082
H -4.0954 2.9330 2.9325 0.0 0.0 0.0 0.070
C 2.4590 1.4260 4.0869 -0.1 0.0 0.1 -0.192
C 2.3213 2.5018 3.0244 0.1 0.2 0.0 -0.173
N 2.7530 2.0480 1.7022 0.0 0.3 0.1 -0.164
C 4.1720 2.1077 1.3860 0.0 0.0 0.0 -0.268
C 4.9984 0.9939 2.0172 0.1 0.0 0.0 -0.417
S 4.2916 -0.6795 1.8429 0.1 -0.1 -0.3 0.931
C 4.0816 -1.1691 3.5761 0.0 0.0 0.1 -0.425
C 2.6563 -1.0049 4.1209 -0.1 -0.2 0.1 -0.283
N 1.9899 0.1532 3.5768 0.1 -0.2 0.0 -0.105
H 1.9177 1.7482 4.9901 0.1 0.0 -0.1 0.128
H 3.5017 1.3157 4.3877 0.0 0.0 0.0 0.102
H 2.8681 3.4023 3.3401 -0.1 0.0 0.0 0.125
H 1.2682 2.7688 2.9232 0.0 0.0 0.0 0.117
H 2.2673 2.6232 1.0204 0.1 -0.1 0.2 0.018
H 4.6265 3.0703 1.6699 0.0 -0.1 0.0 0.126
H 4.2436 2.0255 0.2990 0.0 0.0 0.0 0.104
H 5.1636 1.1696 3.0766 0.0 0.0 0.1 0.064
H 5.9804 0.9904 1.5427 0.0 0.0 0.0 0.078
H 4.8116 -0.5960 4.1467 0.0 0.0 0.0 0.068
H 4.3889 -2.2127 3.6554 0.0 0.0 0.0 0.072
H 2.7121 -1.0121 5.2221 0.0 0.1 -0.1 0.128
H 2.0687 -1.8791 3.8376 0.1 0.1 0.1 0.043
H 0.9836 0.0740 3.6023 -0.1 0.0 0.0 0.071
C 1.8927 -3.5822 1.4902 0.1 0.0 0.3 -0.267
P 0.5479 -2.3888 1.8596 0.3 -0.2 -0.1 0.958
C -0.6159 -2.5771 0.4697 0.0 -0.2 0.0 -0.239
C -0.3106 -3.3002 3.2053 -0.2 0.1 -0.1 -0.356
C 0.3751 -3.9943 4.2033 0.0 0.0 0.0 -0.109
C -0.3058 -4.6274 5.2306 0.0 0.0 0.1 -0.087
C -1.6904 -4.5786 5.2879 0.0 0.0 0.0 -0.092
C -2.3865 -3.8931 4.3068 0.0 0.0 0.0 -0.081
C -1.7036 -3.2617 3.2791 0.0 0.1 0.1 -0.101
H 2.5498 -3.6521 2.3559 0.0 0.0 0.1 0.026
H 2.4827 -3.1900 0.6639 0.0 0.0 0.6 -0.006
H 1.5305 -4.5843 1.2511 0.0 0.0 0.0 0.068
H -0.9527 -3.6088 0.3465 0.0 0.0 0.0 0.061
H -0.1097 -2.2349 -0.4303 0.0 0.0 0.0 0.021
H -1.4711 -1.9225 0.6311 0.0 0.0 0.0 0.032
H 1.4532 -4.0682 4.1855 0.1 0.0 0.0 0.088
H 0.2495 -5.1641 5.9883 0.0 0.0 0.0 0.102
H -2.2211 -5.0751 6.0881 0.0 0.0 0.0 0.101
H -3.4667 -3.8458 4.3390 0.0 0.0 0.0 0.104
H -2.2686 -2.7222 2.5317 0.0 0.0 0.0 0.084
```
Forces are in eV/Å.

Values from the calculation:
- Molecular weight: 827.840 g/mol
- Spin multiplicity: 5
- Gap between HOMO and LUMO (alpha / beta): 7.316 / 7.241 eV
- ΔE to the lowest compared entry with this formula, charge and spin: 11.4 kcal per mole
- DFT total energy: -6304.131215 Ha


# 2
Below is a cluster of 3 separate species, C2H10NO2 in total, with properties calculated with ωB97M-V with the def2-TZVPD basis set.

Structure (XYZ):
```
15
Properties=species:S:1:pos:R:3:forces:R:3:nbo_charge:R:1
C -0.8375 -0.8142 -0.0864 1.6 1.2 -0.3 0.280
C -1.4765 -0.6004 1.1172 -1.1 -1.1 1.1 0.011
N 0.5590 -0.3936 -0.1952 -1.3 0.0 -0.5 -0.785
H -1.2945 -1.1539 -1.0095 -0.1 -0.3 -0.1 0.296
H -2.5612 -0.6222 1.1945 -0.2 0.3 -0.3 0.286
H -0.9587 -0.6244 2.0784 0.3 0.3 -0.2 0.284
H 1.1432 -1.2300 -0.3614 0.3 0.2 0.1 0.496
H 0.8566 0.2281 0.5988 0.2 -0.3 0.6 0.503
H 0.6130 0.1734 -1.0848 0.2 -0.3 -0.8 0.520
H 0.1940 1.2334 -3.2716 -0.1 -0.4 0.8 0.524
H 0.4733 -0.1604 -3.6637 0.0 -0.4 0.5 0.525
O 0.2467 0.3406 -2.8576 0.1 0.8 -0.8 -0.998
H 1.7232 1.0065 2.7266 0.6 -0.3 -0.1 0.530
H 0.3761 1.6173 2.6537 -0.1 0.0 -0.4 0.520
O 0.9433 0.9998 2.1610 -0.5 0.2 0.3 -0.992
```
Forces are in eV/Å.

Values from the calculation:
- Molecular weight: 80.107 g/mol
- Spin multiplicity: 2
- Net charge: +2
- Gap between HOMO and LUMO (alpha / beta): 9.401 / 5.772 eV
- ΔE to the lowest compared entry with this formula, charge and spin: 6.3 kcal per mole
- DFT total energy: -286.638025 Ha


# 3
Below is a structure of composition C33H61Cl3HgN2OPS6Si5Te, with properties calculated with ωB97M-V with the def2-TZVPD basis set.

Structure (XYZ):
```
114
Properties=species:S:1:pos:R:3:forces:R:3:lowdin_charge:R:1
Hg -0.8108 0.2575 -0.0314 -0.2 0.3 0.0 0.550
C 1.1848 1.6704 -5.4096 -0.3 -0.2 0.1 -0.546
C 1.0769 2.6495 -4.2369 0.0 -0.4 0.2 -0.524
S 0.8042 1.9215 -2.5963 0.1 0.2 0.0 0.745
C 2.4553 1.3452 -2.1150 -0.2 0.0 -0.2 -0.538
C 2.9758 0.0821 -2.7862 -0.2 -0.3 0.1 -0.533
S 2.0979 -1.4786 -2.4324 0.0 0.1 0.1 0.821
C 0.5136 -1.3180 -3.3128 0.2 0.0 0.1 -0.566
C 0.6656 -1.0996 -4.8204 -0.2 0.3 0.0 -0.521
S -0.1295 0.4044 -5.4925 0.1 0.0 -0.1 0.834
H 2.1433 1.1540 -5.4192 0.0 0.0 0.0 0.049
H 1.1017 2.2252 -6.3471 0.1 0.0 0.0 0.056
H 0.2036 3.2874 -4.3744 0.0 0.1 0.0 0.067
H 1.9712 3.2759 -4.1825 0.0 0.1 -0.1 0.072
H 2.3616 1.1928 -1.0379 0.1 0.1 0.0 -0.007
H 3.1558 2.1694 -2.2836 0.1 0.0 0.1 0.076
H 3.9838 -0.1195 -2.4129 0.0 0.0 -0.1 0.063
H 3.0458 0.1942 -3.8680 0.1 0.1 0.0 0.039
H -0.0537 -0.5185 -2.8523 -0.1 0.0 0.0 -0.020
H 0.0024 -2.2568 -3.0898 0.0 0.0 0.0 0.027
H 0.1787 -1.9102 -5.3629 0.0 0.0 0.0 0.048
H 1.7118 -1.0708 -5.1249 0.0 -0.1 0.0 0.052
Cl -4.6609 2.2979 0.4012 -0.1 0.2 0.2 0.082
Si -3.0732 1.9942 -0.9865 0.5 0.3 0.1 -0.587
Cl -1.8507 3.6867 -0.4888 -0.1 0.0 0.0 -0.034
Cl -4.0298 2.8591 -2.7110 0.0 -0.3 -0.1 0.001
C -1.1706 -2.6897 4.5912 0.1 -0.1 0.1 -0.026
N -1.6516 -1.4954 3.9355 -0.1 0.1 0.0 -0.128
C -1.7310 -0.2346 4.4804 0.0 0.1 0.0 -0.082
C -2.1298 0.5887 3.4663 0.1 0.0 0.0 -0.164
N -2.2921 -0.1384 2.3186 -0.1 -0.1 -0.2 0.005
C -2.0057 -1.3793 2.6342 0.1 0.0 0.0 -0.222
H -1.6835 -2.8333 5.5427 0.0 0.0 0.0 0.085
H -0.0950 -2.6205 4.7662 0.0 0.0 0.0 0.074
H -1.3703 -3.5484 3.9529 0.0 0.0 0.0 0.095
H -1.5017 -0.0454 5.5155 0.0 0.0 0.0 0.109
H -2.2987 1.6533 3.4762 0.0 0.0 0.0 0.094
H -2.0311 -2.2171 1.9475 0.0 0.0 0.0 0.072
S -3.3441 -6.0344 -0.9604 0.0 -0.1 0.0 0.079
P -2.9886 -4.1252 -1.3304 -0.4 0.1 -0.2 -0.053
S -1.3528 -3.2926 -0.5799 0.3 0.2 0.2 0.182
C -4.4657 -3.1164 -0.9081 0.2 -0.1 0.1 -0.397
C -5.7337 -3.6837 -0.9950 -0.1 0.1 0.0 -0.125
C -6.8567 -2.9133 -0.7308 0.0 0.0 0.0 -0.105
C -6.7165 -1.5776 -0.3725 -0.1 -0.1 0.0 -0.098
C -5.4540 -1.0137 -0.2666 0.0 0.0 0.0 -0.092
C -4.3294 -1.7843 -0.5343 -0.1 0.0 0.0 -0.115
C -2.8866 -3.8837 -3.1537 0.1 0.0 0.1 -0.375
C -1.9092 -4.6225 -3.8191 0.0 0.0 0.0 -0.132
C -1.7173 -4.4696 -5.1816 0.0 0.0 0.0 -0.108
C -2.5048 -3.5727 -5.8953 0.0 0.0 -0.1 -0.120
C -3.4754 -2.8328 -5.2388 0.0 0.0 -0.1 -0.094
C -3.6668 -2.9847 -3.8703 0.0 0.0 0.1 -0.070
H -5.8257 -4.7289 -1.2625 0.0 0.0 0.0 0.063
H -7.8442 -3.3545 -0.8058 0.0 0.0 0.0 0.089
H -7.5987 -0.9795 -0.1742 0.0 0.0 0.0 0.094
H -5.3343 0.0240 0.0198 -0.1 -0.2 0.0 -0.002
H -3.3403 -1.3490 -0.4490 0.0 0.0 0.0 0.022
H -1.3040 -5.3118 -3.2418 0.0 0.0 -0.1 0.090
H -0.9546 -5.0455 -5.6930 0.0 0.0 0.0 0.094
H -2.3593 -3.4531 -6.9629 0.0 0.0 0.0 0.091
H -4.0831 -2.1272 -5.7928 0.0 0.0 0.0 0.097
H -4.4155 -2.3912 -3.3610 0.0 0.0 0.0 0.102
C 3.2252 -1.2016 1.4073 -0.3 0.1 0.2 -0.252
S 1.7402 -1.3595 2.4500 0.1 -0.4 -0.8 0.744
C 1.1916 -2.9032 1.6636 -0.1 0.3 0.0 -0.280
O 2.2035 -1.7544 3.8131 0.1 -0.1 0.4 -0.577
H 3.8027 -2.1248 1.4588 0.0 -0.1 0.0 0.070
H 3.8169 -0.3675 1.7738 -0.2 -0.2 -0.1 -0.021
H 2.8759 -1.0119 0.3913 0.0 0.0 0.0 0.015
H 1.4151 -2.8852 0.5977 0.0 0.0 0.0 0.020
H 0.1152 -3.0037 1.7766 0.0 0.0 0.1 -0.030
H 1.7074 -3.7184 2.1696 0.1 0.0 0.0 0.060
C 0.3242 3.7104 5.5407 0.1 0.0 -0.2 -0.221
Si 1.9892 2.8430 5.2720 -0.2 -0.1 0.7 0.336
C 3.2098 3.6425 6.5002 0.0 0.0 -0.2 -0.224
C 1.7629 1.0450 5.8250 0.1 0.1 -0.3 -0.216
Si 2.7103 3.0344 3.0548 0.1 -0.1 0.1 -0.082
Te 0.9152 2.5149 1.4500 -0.1 0.0 -0.2 0.271
Si 3.0566 5.2986 2.5270 0.1 0.7 -0.3 0.311
C 3.8389 5.4582 0.8027 0.0 -0.2 0.1 -0.229
C 1.4424 6.2889 2.4711 -0.1 -0.3 0.1 -0.230
C 4.1866 6.2956 3.6950 0.0 -0.3 0.1 -0.225
Si 4.7869 1.9582 2.8932 0.8 -0.1 0.1 0.358
C 4.9254 0.3314 3.8712 -0.3 0.2 0.0 -0.225
C 5.3531 1.6566 1.1017 -0.3 0.1 0.0 -0.214
C 6.1594 3.0558 3.6362 -0.2 0.1 0.0 -0.232
H -0.0657 3.5325 6.5465 0.1 -0.1 0.0 0.021
H -0.4133 3.3436 4.8224 0.0 0.0 0.0 0.011
H 0.4075 4.7913 5.4001 0.0 0.0 0.0 0.011
H 2.8413 3.5979 7.5286 -0.1 -0.1 0.0 0.020
H 3.3840 4.6923 6.2528 0.0 0.0 0.0 0.001
H 4.1772 3.1332 6.4713 0.0 0.0 0.0 0.009
H 1.2185 0.9815 6.7710 0.0 0.1 0.0 0.024
H 2.7249 0.5441 5.9571 0.0 0.0 0.0 0.016
H 1.2060 0.4730 5.0780 0.0 0.0 0.0 0.002
H 3.2707 4.8698 0.0775 0.0 0.0 0.0 0.013
H 4.8710 5.0950 0.7932 0.0 0.0 0.0 0.008
H 3.8456 6.4966 0.4616 0.0 0.0 0.1 0.021
H 0.7277 5.8292 1.7851 0.0 0.0 0.0 0.003
H 1.6174 7.3174 2.1440 0.1 0.0 0.0 0.022
H 0.9673 6.3294 3.4553 0.0 0.0 0.0 0.012
H 5.1756 5.8401 3.7857 0.0 0.0 0.0 0.001
H 3.7567 6.3518 4.6982 0.0 0.0 0.0 0.005
H 4.3210 7.3188 3.3342 -0.1 0.0 -0.1 0.020
H 3.9984 -0.2465 3.8681 0.1 0.0 0.1 -0.018
H 5.1561 0.5535 4.9168 0.0 0.1 0.0 0.024
H 5.7223 -0.3103 3.4865 0.0 0.1 -0.1 0.034
H 4.6972 0.9609 0.5727 0.1 0.1 0.0 -0.002
H 6.3701 1.2575 1.0618 0.0 0.0 0.1 0.028
H 5.3386 2.5973 0.5444 0.0 0.0 0.0 0.015
H 5.8862 3.3880 4.6418 0.0 0.0 0.0 0.010
H 6.3254 3.9498 3.0294 0.0 0.0 0.0 0.009
H 7.1103 2.5207 3.7095 0.0 -0.1 0.0 0.022
```
Forces are in eV/Å.

Values from the calculation:
- Molecular weight: 1300.219 g/mol
- Spin multiplicity: 2
- Net charge: -2
- Gap between HOMO and LUMO (alpha / beta): 5.570 / 5.073 eV
- DFT total energy: -7459.145724 Ha